No. 1
The following is a quantum chemistry calculation of 2 unconnected molecules or ions with the total composition CClNO3P at a distorted geometry, from OMol25.

```
7
CClNO3P | OMol25 | ωB97M-V with the def2-TZVPD basis set
C 1.871 -0.338 -0.172
N 2.749 0.429 0.062
O -2.002 0.178 -1.296
O -0.735 1.592 0.511
O 0.973 -1.166 -0.396
P -1.221 0.338 -0.033
Cl -1.634 -1.033 1.323
```

## Properties
HOMO level = -4.8 eV
M = 140.44 Da
E = -1120.27368 Ha
frontier orbital gap = 0.2816 hartree
total charge = -1
energy relative to the best compared isomer or geometry (same formula, charge and spin) = 47.7 kcal/mol
F_max = 0.0529 Eh/bohr

---

No. 2
The following is a quantum chemistry calculation of a gas-phase ion, C2H5N2 (charge +1) at a distorted geometry, from OMol25.

```
9
C2H5N2 | OMol25 | ωB97M-V with the def2-TZVPD basis set
C -1.951 0.051 0.059
N -0.766 -0.106 -0.241
N 0.301 -0.316 -0.635
C 1.515 -0.020 0.021
H -2.241 -0.581 0.860
H -2.348 0.773 -0.598
H 1.560 1.042 0.239
H 2.361 -0.343 -0.640
H 1.568 -0.501 0.936
```

## Properties
HOMO level = -16.4 eV
M = 57.08 Da
E = -188.33158 Ha
frontier orbital gap = 0.3804 hartree
total charge = +1
energy relative to the best compared isomer or geometry (same formula, charge and spin) = 52.7 kcal/mol
F_max = 0.0696 Eh/bohr

---

No. 3
The following is a quantum chemistry calculation of a molecular structure, C29H26N6PS2W at a distorted geometry, from OMol25.

```
65
C29H26N6PS2W | OMol25 | ωB97M-V with the def2-TZVPD basis set
W -0.254 -0.893 1.065
C -2.801 -2.797 1.610
N -2.440 -1.385 1.819
C -2.712 -0.894 3.184
C -1.775 0.242 3.446
N -0.674 0.382 2.706
C 0.003 1.478 3.224
C 1.194 2.082 2.831
C 1.605 3.181 3.560
C 0.870 3.668 4.648
C -0.313 3.077 5.047
C -0.740 1.978 4.316
N -1.854 1.165 4.411
C -1.961 -3.330 0.489
N -0.846 -2.705 0.092
C -0.258 -3.542 -0.862
C 0.917 -3.443 -1.604
C 1.208 -4.472 -2.480
C 0.370 -5.579 -2.634
C -0.792 -5.700 -1.901
C -1.087 -4.674 -1.016
N -2.141 -4.491 -0.145
H -3.872 -2.929 1.405
H -2.551 -3.369 2.515
H -3.005 -0.819 1.171
H -2.488 -1.692 3.905
H -3.757 -0.590 3.317
H 1.769 1.692 1.997
H 2.520 3.684 3.292
H 1.239 4.523 5.193
H -0.884 3.457 5.877
H -2.582 1.254 5.108
H 1.588 -2.603 -1.497
H 2.111 -4.425 -3.066
H 0.639 -6.355 -3.333
H -1.448 -6.546 -2.014
H -2.900 -5.144 -0.003
S 1.708 -0.343 -0.176
P 0.479 1.003 -1.242
S -1.342 0.822 -0.340
C 0.343 0.658 -3.009
C -0.913 0.866 -3.575
C -1.042 0.895 -4.950
C 0.077 0.718 -5.750
C 1.325 0.497 -5.182
C 1.471 0.466 -3.806
C 1.210 2.643 -1.075
C 2.527 2.789 -1.514
C 3.078 4.054 -1.559
C 2.323 5.152 -1.167
C 1.018 4.994 -0.725
C 0.448 3.735 -0.677
H -1.776 1.020 -2.945
H -2.009 1.070 -5.391
H -0.027 0.755 -6.822
H 2.189 0.362 -5.817
H 2.450 0.303 -3.377
H 3.110 1.932 -1.825
H 4.092 4.185 -1.907
H 2.756 6.137 -1.209
H 0.439 5.854 -0.431
H -0.574 3.601 -0.356
N 1.594 -2.581 3.105
C 0.869 -2.039 2.374
H 2.282 -3.034 3.676
```

## Properties
HOMO level (alpha / beta) = -16.5 / -16.5 eV
M = 737.52 Da
multiplicity = 3
E = -2653.28715 Ha
frontier orbital gap (alpha / beta) = 0.2315 / 0.2198 hartree
<S²> = 2.02
total charge = +3
energy relative to the best compared isomer or geometry (same formula, charge and spin) = 0.0 kcal/mol
F_max = 0.0562 Eh/bohr

---

No. 4
The following is a quantum chemistry calculation of a molecular structure, C41H51N6O5PReSi at a distorted geometry, from OMol25.

```
106
C41H51N6O5PReSi | OMol25 | ωB97M-V with the def2-TZVPD basis set
Re -0.390 0.292 0.524
O -4.286 -1.353 3.461
C -5.044 -1.468 2.386
C -6.380 -1.935 2.445
C -7.038 -2.193 1.277
C -6.539 -1.924 0.018
C -5.247 -1.413 -0.067
C -4.462 -1.183 1.089
C -3.102 -0.633 1.049
O -2.478 -0.294 -0.048
N -2.565 -0.378 2.200
N -1.337 0.234 2.194
C -0.862 0.823 3.344
C 0.317 1.515 3.127
C 1.006 2.373 4.032
C 2.011 3.150 3.513
C 2.471 3.011 2.190
C 1.864 2.065 1.404
N 0.798 1.296 1.840
H -3.395 -0.804 3.156
H -6.874 -2.154 3.396
H -8.031 -2.667 1.307
H -7.130 -2.056 -0.888
H -4.749 -1.174 -1.011
H -1.353 0.858 4.304
H 0.734 2.451 5.085
H 2.380 3.995 4.142
H 3.262 3.659 1.798
H 2.191 1.846 0.377
C 0.895 -4.306 1.563
Si -0.595 -3.094 1.695
C -0.449 -2.548 3.530
C -2.250 -4.015 1.682
N -0.364 -1.837 0.430
C -0.623 -2.283 -0.935
C -0.762 -3.648 -1.219
C -0.886 -4.110 -2.537
C -0.778 -3.257 -3.634
C -0.740 -1.907 -3.374
C -0.713 -1.403 -2.059
O -0.817 -0.044 -1.844
C -0.925 0.845 -2.990
C -2.170 1.287 -3.413
C -2.198 2.072 -4.590
C -1.022 2.463 -5.235
C 0.202 2.006 -4.763
C 0.273 1.204 -3.629
H 1.843 -3.904 1.971
H 1.104 -4.641 0.504
H 0.659 -5.231 2.112
H -0.201 -3.486 4.109
H -1.420 -2.188 3.914
H 0.323 -1.822 3.834
H -2.917 -3.582 2.453
H -2.055 -5.087 1.895
H -2.774 -3.941 0.690
H -0.862 -4.384 -0.427
H -0.945 -5.195 -2.698
H -0.744 -3.672 -4.637
H -0.781 -1.168 -4.184
H -3.106 1.071 -2.876
H -3.164 2.435 -4.947
H -1.098 3.144 -6.110
H 1.136 2.225 -5.302
H 1.221 0.825 -3.212
C 4.895 1.222 0.726
C 4.211 0.234 -0.211
P 2.684 -0.660 0.298
C 2.671 -2.102 -0.890
C 3.947 -2.830 -1.347
C 3.132 -1.296 1.965
C 4.419 -2.093 2.213
H 5.985 1.077 0.746
H 4.557 1.060 1.769
H 4.657 2.270 0.480
H 4.840 -0.645 -0.434
H 3.991 0.674 -1.200
H 2.120 -1.679 -1.767
H 1.979 -2.814 -0.433
H 4.451 -2.315 -2.196
H 3.711 -3.866 -1.693
H 4.711 -2.921 -0.542
H 2.264 -1.944 2.247
H 3.062 -0.425 2.653
H 4.403 -3.067 1.692
H 4.567 -2.238 3.299
H 5.285 -1.564 1.804
O 3.857 4.329 -2.710
C 2.763 5.244 -2.560
N 1.830 4.606 -1.707
C 0.592 5.166 -1.390
O 0.339 6.320 -1.694
C -0.424 4.261 -0.788
C -1.672 4.828 -0.388
C -2.605 3.968 0.132
C -2.346 2.591 0.211
N -1.098 2.120 -0.070
C -0.163 2.933 -0.715
H 4.599 4.830 -3.147
H 2.315 5.563 -3.517
H 3.077 6.184 -2.066
H 2.130 3.669 -1.438
H -1.867 5.877 -0.599
H -3.566 4.328 0.566
H -3.121 1.854 0.443
H 0.745 2.490 -1.153
```

## Properties
HOMO level (alpha / beta) = -12.4 / -12.4 eV
M = 953.16 Da
multiplicity = 4
E = -3006.24507 Ha
frontier orbital gap (alpha / beta) = 0.2212 / 0.1566 hartree
<S²> = 3.84
total charge = +2
energy relative to the best compared isomer or geometry (same formula, charge and spin) = 39.0 kcal/mol
F_max = 0.0674 Eh/bohr

---

No. 5
The following is a quantum chemistry calculation of a molecular structure, C22H66CoF2NO15S2 at a distorted geometry, from OMol25.

```
109
C22H66CoF2NO15S2 | OMol25 | ωB97M-V with the def2-TZVPD basis set
Co -8.047 -22.502 4.799
N -8.528 -24.211 5.674
S -8.733 -24.671 7.138
O -7.768 -25.591 7.659
O -10.111 -24.723 7.569
F -8.210 -23.294 7.804
S -8.308 -25.721 5.038
O -9.279 -26.748 5.295
O -6.964 -26.177 4.876
F -8.734 -25.365 3.528
C -6.442 -29.093 7.433
C -6.874 -29.481 6.025
O -6.491 -30.820 5.729
H -5.368 -29.238 7.554
H -6.895 -29.810 8.130
H -6.748 -28.086 7.709
H -6.321 -28.810 5.360
H -7.966 -29.444 5.966
H -7.033 -31.129 5.000
C -13.692 -26.588 5.236
C -13.687 -25.261 5.988
O -14.802 -25.259 6.870
H -12.697 -26.719 4.783
H -14.368 -26.596 4.388
H -13.711 -27.446 5.906
H -13.851 -24.463 5.248
H -12.794 -24.951 6.540
H -14.890 -24.435 7.373
C -9.235 -22.748 12.484
C -8.567 -22.457 11.111
O -8.743 -21.123 10.735
H -8.925 -22.149 13.336
H -9.133 -23.815 12.708
H -10.315 -22.609 12.380
H -9.016 -23.132 10.381
H -7.516 -22.740 11.241
H -7.983 -20.592 10.980
C -11.224 -29.710 8.754
C -11.155 -28.655 7.665
O -10.604 -27.437 8.239
H -10.267 -29.890 9.255
H -11.569 -30.705 8.479
H -11.909 -29.388 9.547
H -12.165 -28.366 7.378
H -10.465 -28.910 6.864
H -10.836 -26.645 7.740
C -8.903 -24.327 -0.861
C -7.874 -24.667 0.200
O -7.070 -23.542 0.537
H -9.655 -25.090 -1.039
H -8.328 -24.168 -1.780
H -9.355 -23.364 -0.620
H -7.221 -25.487 -0.095
H -8.475 -25.034 1.043
H -7.459 -23.130 1.311
C -11.997 -22.361 9.563
C -12.778 -23.213 8.599
O -14.176 -22.862 8.493
H -12.094 -22.819 10.554
H -12.310 -21.323 9.595
H -10.939 -22.528 9.348
H -12.709 -24.292 8.705
H -12.401 -22.957 7.600
H -14.276 -22.105 7.911
C -11.766 -23.416 3.062
C -11.451 -22.477 4.200
O -10.099 -21.993 4.080
H -11.523 -22.928 2.115
H -12.820 -23.683 2.981
H -11.181 -24.330 3.166
H -11.423 -22.955 5.182
H -12.190 -21.674 4.243
H -10.040 -21.200 3.534
C -7.342 -28.162 1.744
C -8.860 -28.243 1.772
O -9.259 -29.389 1.046
H -6.913 -28.712 2.584
H -6.988 -27.142 1.931
H -6.908 -28.473 0.795
H -9.327 -27.303 1.452
H -9.212 -28.439 2.786
H -8.781 -29.529 0.227
C -8.180 -26.202 10.869
C -8.998 -27.488 11.071
O -10.331 -27.121 10.826
H -7.591 -25.862 11.715
H -8.890 -25.411 10.595
H -7.586 -26.183 9.953
H -8.978 -27.920 12.076
H -8.708 -28.297 10.397
H -10.559 -27.317 9.842
C -5.395 -21.600 8.296
C -4.225 -20.989 7.509
O -4.517 -19.836 6.695
H -5.354 -22.680 8.436
H -6.318 -21.417 7.738
H -5.449 -21.156 9.289
H -3.716 -21.713 6.882
H -3.575 -20.533 8.259
H -4.539 -19.051 7.245
C -3.489 -26.203 2.446
C -4.517 -25.092 2.597
O -4.062 -24.276 3.705
H -3.598 -26.852 1.576
H -3.459 -26.750 3.386
H -2.501 -25.768 2.273
H -5.526 -25.452 2.812
H -4.549 -24.418 1.737
H -4.856 -23.872 4.062
```

## Properties
HOMO level (alpha / beta) = -11.9 / -11.9 eV
M = 745.83 Da
multiplicity = 4
E = -4439.44784 Ha
frontier orbital gap (alpha / beta) = 0.2922 / 0.1316 hartree
<S²> = 3.76
total charge = +1
F_max = 0.1254 Eh/bohr

---

No. 6
The following is a quantum chemistry calculation of a molecular structure, C37H41BHfN13OS3 at a distorted geometry, from OMol25.

```
97
C37H41BHfN13OS3 | OMol25 | ωB97M-V with the def2-TZVPD basis set
Hf -0.369 0.326 -0.093
C 2.997 1.816 2.286
C 2.397 0.849 1.501
N 1.213 1.287 1.042
N 1.049 2.547 1.530
C 2.102 2.879 2.278
B -0.237 3.385 1.218
N -0.486 3.369 -0.326
C -0.682 4.421 -1.124
C -1.017 3.969 -2.394
C -1.009 2.592 -2.293
N -0.690 2.224 -1.034
N -1.418 2.593 1.847
C -2.365 2.912 2.735
C -3.200 1.822 2.921
C -2.685 0.844 2.089
N -1.603 1.305 1.437
N -0.032 4.802 1.647
C -0.772 5.758 2.287
C -0.053 6.918 2.290
C 1.138 6.599 1.595
N 1.134 5.347 1.194
H 3.949 1.777 2.786
H 2.755 -0.136 1.244
H 2.180 3.834 2.767
H -0.572 5.434 -0.774
H -1.241 4.569 -3.259
H -1.214 1.851 -3.049
H -2.404 3.875 3.213
H -4.060 1.752 3.564
H -3.027 -0.169 1.945
H -1.756 5.586 2.687
H -0.359 7.882 2.658
H 1.964 7.250 1.361
C 4.263 1.658 -2.356
C 3.808 0.329 -1.720
C 2.453 -0.045 -2.209
N 1.370 -0.111 -1.497
N 0.223 -0.345 -2.236
C 0.456 -0.437 -3.521
N -0.473 -0.561 -4.465
S 2.149 -0.286 -3.896
H 5.232 1.938 -1.948
H 3.554 2.458 -2.142
H 4.373 1.555 -3.435
H 3.785 0.427 -0.638
H 4.525 -0.450 -1.990
H -1.455 -0.644 -4.232
H -0.210 -0.652 -5.434
O -1.963 -0.867 -0.594
S -2.910 -2.111 -0.468
C -2.624 -3.252 -1.875
C -1.218 -3.745 -2.076
C -0.444 -4.190 -1.013
C 0.835 -4.679 -1.235
C 1.346 -4.747 -2.522
C 0.560 -4.342 -3.592
C -0.714 -3.844 -3.369
C -4.503 -1.399 -1.042
C -4.493 -0.932 -2.464
C -5.136 -1.672 -3.454
C -5.156 -1.221 -4.766
C -4.540 -0.021 -5.098
C -3.893 0.722 -4.116
C -3.858 0.265 -2.807
H -3.014 -2.778 -2.774
H -3.275 -4.096 -1.621
H -0.867 -4.215 -0.017
H 1.419 -5.055 -0.403
H 2.333 -5.154 -2.701
H 0.933 -4.442 -4.604
H -1.342 -3.579 -4.211
H -4.701 -0.582 -0.347
H -5.237 -2.190 -0.872
H -5.656 -2.588 -3.196
H -5.668 -1.797 -5.526
H -4.582 0.345 -6.116
H -3.459 1.681 -4.371
H -3.379 0.857 -2.034
N 0.647 -0.795 4.182
C 0.945 -1.596 3.184
S 0.005 -1.604 1.745
N 1.981 -2.477 3.245
C 2.839 -2.837 4.275
C 4.116 -3.333 3.882
C 5.017 -3.728 4.827
C 4.668 -3.672 6.193
C 3.385 -3.212 6.583
C 2.483 -2.792 5.644
H -0.194 -0.237 4.133
H 1.147 -0.810 5.058
H 2.150 -2.969 2.373
H 4.380 -3.378 2.832
H 5.995 -4.083 4.528
H 5.373 -4.004 6.946
H 3.103 -3.223 7.628
H 1.486 -2.522 5.965
```

## Properties
HOMO level (alpha / beta) = -17.3 / -17.3 eV
M = 969.33 Da
multiplicity = 2
E = -3487.95180 Ha
frontier orbital gap (alpha / beta) = 0.2408 / 0.1166 hartree
<S²> = 0.77
total charge = +4
energy relative to the best compared isomer or geometry (same formula, charge and spin) = 16.5 kcal/mol
F_max = 0.0333 Eh/bohr

---

No. 7
The following is a quantum chemistry calculation of a molecular structure, C31H28IN5O3PPt, from OMol25.

```
70
C31H28IN5O3PPt | OMol25 | ωB97M-V with the def2-TZVPD basis set
Pt -0.386 0.115 -0.233
I 1.257 -2.122 0.668
C 3.041 -1.874 1.699
C 3.345 -3.008 2.476
C 4.570 -3.146 3.085
C 5.527 -2.145 2.900
C 5.240 -0.990 2.154
C 6.265 -0.044 1.998
C 6.039 1.124 1.286
C 4.779 1.361 0.772
C 3.710 0.451 0.910
P 2.094 1.203 0.360
C 2.623 2.118 -1.087
C 2.575 3.510 -1.144
C 3.012 4.155 -2.291
C 3.482 3.418 -3.371
C 3.523 2.028 -3.314
C 3.090 1.373 -2.174
C 1.671 2.285 1.734
C 2.364 2.263 2.947
C 1.975 3.101 3.981
C 0.905 3.966 3.812
C 0.212 3.992 2.606
C 0.579 3.149 1.572
C 3.946 -0.782 1.566
H 2.612 -3.797 2.574
H 4.796 -4.025 3.673
H 6.510 -2.247 3.343
H 7.235 -0.242 2.438
H 6.825 1.855 1.154
H 4.607 2.298 0.262
H 2.210 4.086 -0.304
H 2.988 5.235 -2.342
H 3.822 3.928 -4.262
H 3.893 1.460 -4.156
H 3.110 0.289 -2.134
H 3.209 1.604 3.101
H 2.519 3.087 4.916
H 0.616 4.630 4.616
H -0.612 4.679 2.469
H 0.038 3.179 0.635
N -2.753 0.722 3.222
C -1.651 0.433 3.991
C -0.637 0.187 3.120
N -1.108 0.324 1.839
C -2.387 0.646 1.931
C -3.139 0.881 0.713
N -2.519 0.746 -0.444
C -3.416 1.067 -1.429
C -4.602 1.394 -0.845
N -4.409 1.273 0.510
H -3.668 0.940 3.584
H -1.689 0.427 5.066
H 0.388 -0.058 3.336
H -3.164 1.045 -2.475
H -5.544 1.697 -1.267
H -5.113 1.460 1.208
C -2.644 -3.792 -1.107
C -1.863 -2.535 -1.320
N -1.713 -2.083 -2.551
O -1.353 -1.959 -0.315
H -3.370 -3.960 -1.900
H -3.144 -3.755 -0.143
H -1.949 -4.634 -1.096
H -2.125 -2.581 -3.324
H -1.132 -1.275 -2.750
O 0.012 0.253 -2.423
C -0.070 1.518 -2.427
O -0.237 2.142 -1.352
H 0.007 2.065 -3.372
```

## Properties
HOMO level (alpha / beta) = -15.7 / -16.3 eV
M = 871.55 Da
multiplicity = 5
E = -2455.03221 Ha
frontier orbital gap (alpha / beta) = 0.2473 / 0.1638 hartree
<S²> = 6.04
total charge = +3
energy relative to the best compared isomer or geometry (same formula, charge and spin) = 0.0 kcal/mol
F_max = 0.0027 Eh/bohr

---

No. 8
The following is a quantum chemistry calculation of 7 unconnected molecules or ions with the total composition H14O7, from OMol25.

```
21
H14O7 | OMol25 | ωB97M-V with the def2-TZVPD basis set
O -0.567 -2.893 -0.604
H -0.285 -2.880 -1.529
H -1.494 -2.636 -0.630
O -0.468 0.185 3.065
H -0.977 0.524 2.301
H -0.672 -0.755 3.108
O -2.090 1.092 0.959
H -2.909 0.659 0.687
H -2.218 2.027 0.745
O 0.950 1.638 -2.948
H 0.693 1.340 -2.057
H 1.154 0.828 -3.422
O 0.207 0.303 -0.577
H -0.697 0.432 -0.244
H 0.514 -0.511 -0.157
O 1.651 -3.117 1.059
H 2.176 -3.921 0.980
H 1.039 -3.134 0.300
O 0.982 3.571 -0.168
H 1.527 2.870 -0.547
H 1.483 4.378 -0.321
```

## Properties
HOMO level = -10.7 eV
M = 126.10 Da
E = -535.06510 Ha
frontier orbital gap = 0.3862 hartree
total charge = 0
energy relative to the best compared isomer or geometry (same formula, charge and spin) = 36.9 kcal/mol
F_max = 0.0137 Eh/bohr